Record 1
{
  "formula": "C40H25ClN5O7S3Sn",
  "method": "ωB97M-V/def2-TZVPD",
  "max_force_ha_per_bohr": 0.00717,
  "orbital_gap_ev": 7.32,
  "total_charge": -1,
  "e_above_lowest_kj_mol": 0.0,
  "spin_multiplicity": 1,
  "elements": ["Sn", "O", "C", "O", "C", "C", "C", "N", "C", "C", "C", "C", "C", "C", "C", "N", "C", "C", "C", "C", "C", "N", "H", "H", "H", "H", "H", "H", "H", "H", "H", "H", "O", "C", "O", "C", "C", "Cl", "N", "N", "C", "C", "O", "O", "C", "C", "C", "C", "C", "C", "H", "H", "H", "H", "H", "H", "O", "C", "C", "C", "C", "C", "S", "C", "C", "C", "C", "S", "C", "C", "C", "C", "S", "H", "H", "H", "H", "H", "H", "H", "H", "H"],
  "xyz": [[0.2689, -0.8205, -0.6729], [-1.7056, 3.1686, -6.4422], [-2.4784, 2.8766, -5.5137], [-3.6559, 3.1981, -5.2852], [-1.8627, 1.9231, -4.4549], [-0.5637, 1.4663, -4.5771], [-0.0218, 0.6581, -3.5921], [-0.7317, 0.2612, -2.5281], [-1.9884, 0.7046, -2.3966], [-2.5770, 1.5349, -3.3363], [-2.7210, 0.2763, -1.1763], [-4.0572, 0.5931, -0.9519], [-4.6693, 0.1360, 0.1998], [-3.9480, -0.6386, 1.0946], [-2.6271, -0.9119, 0.8019], [-2.0357, -0.4517, -0.2978], [1.3975, 0.2232, -3.6507], [2.2879, 0.6615, -4.6278], [3.5920, 0.2039, -4.5918], [3.9854, -0.6733, -3.5914], [3.0418, -1.0463, -2.6531], [1.7903, -0.6053, -2.6892], [-0.0128, 1.7855, -5.4496], [-3.5821, 1.9184, -3.2413], [-4.6091, 1.1814, -1.6679], [-5.7067, 0.3766, 0.3918], [-4.3937, -1.0260, 1.9998], [-2.0083, -1.5275, 1.4439], [1.9718, 1.3522, -5.3940], [4.2999, 0.5342, -5.3407], [4.9952, -1.0539, -3.5351], [3.2844, -1.7196, -1.8368], [-0.0602, -7.0820, -0.9506], [0.2274, -6.8645, 0.3096], [0.6180, -7.7376, 1.0538], [-0.0146, -5.4824, 0.8277], [0.1571, -5.1035, 2.1436], [0.7098, -5.9705, 3.4987], [-0.1599, -3.7925, 2.2453], [-0.5254, -3.2888, 1.0532], [-0.4450, -4.2836, 0.1886], [-0.7687, -3.9953, -1.2685], [-0.7995, -4.9760, -2.0424], [-0.9487, -2.7996, -1.5783], [-0.0572, -2.9047, 3.3563], [-0.7211, -3.1772, 4.5418], [-0.6340, -2.2670, 5.5852], [0.0952, -1.0949, 5.4346], [0.7525, -0.8312, 4.2408], [0.6834, -1.7422, 3.1980], [-0.3905, -6.2269, -1.4251], [-1.2999, -4.0857, 4.6382], [-1.1494, -2.4703, 6.5148], [0.1471, -0.3823, 6.2476], [1.3152, 0.0848, 4.1106], [1.1871, -1.5535, 2.2584], [0.4619, 1.2671, -0.3392], [0.7867, 2.2620, 0.5457], [1.0310, 3.5358, -0.2512], [1.8097, 4.6246, 0.0026], [1.6866, 5.6286, -0.9998], [0.8194, 5.2701, -1.9861], [0.1601, 3.7150, -1.7190], [-0.3660, 2.4756, 1.5308], [-0.9985, 1.4974, 2.2376], [-2.0112, 1.9976, 3.0967], [-2.1246, 3.3541, 3.0232], [-0.9881, 4.0223, 1.9337], [2.0411, 1.9085, 1.3472], [3.0391, 1.0693, 0.9570], [4.0789, 0.9510, 1.9219], [3.8501, 1.7103, 3.0274], [2.3751, 2.5737, 2.8991], [2.4466, 4.7074, 0.8721], [2.2249, 6.5657, -0.9878], [0.5482, 5.8276, -2.8683], [-0.7346, 0.4514, 2.1478], [-2.6314, 1.3769, 3.7286], [-2.8189, 3.9902, 3.5477], [3.0206, 0.5591, 0.0044], [4.9505, 0.3234, 1.8014], [4.4648, 1.8037, 3.9079]],
  "forces_ev_per_a": [[0.06, -0.11, 0.03], [0.03, 0.05, 0.01], [-0.04, -0.14, -0.08], [-0.01, 0.05, 0.04], [0.02, 0.04, 0.04], [0.01, 0.00, 0.01], [-0.01, 0.00, -0.02], [-0.03, -0.03, 0.02], [0.01, -0.01, 0.01], [0.00, 0.00, 0.00], [0.00, -0.01, -0.03], [0.01, 0.00, 0.00], [0.00, -0.01, 0.00], [-0.02, -0.01, 0.00], [-0.01, 0.00, 0.00], [0.00, -0.03, 0.05], [0.00, -0.01, -0.01], [-0.01, -0.01, 0.00], [0.00, 0.00, -0.01], [-0.01, -0.01, 0.01], [0.00, 0.00, -0.01], [0.01, -0.02, 0.04], [0.00, 0.01, 0.00], [-0.01, 0.00, 0.00], [0.00, 0.00, 0.00], [-0.01, 0.00, 0.00], [0.00, 0.00, 0.00], [-0.06, 0.05, -0.02], [0.00, 0.00, 0.00], [0.00, 0.00, 0.00], [0.00, 0.00, 0.00], [0.00, 0.00, 0.00], [0.14, -0.08, 0.04], [-0.34, -0.12, 0.07], [0.13, 0.04, -0.02], [0.07, 0.02, -0.02], [0.04, 0.01, 0.00], [0.01, -0.02, -0.01], [-0.02, 0.01, 0.01], [0.03, -0.09, -0.01], [-0.05, 0.01, 0.01], [0.20, -0.03, 0.07], [-0.09, 0.06, -0.05], [-0.05, 0.18, -0.12], [0.01, -0.01, -0.01], [-0.01, 0.01, 0.01], [0.00, -0.01, -0.01], [0.00, 0.01, 0.01], [0.01, -0.02, 0.01], [0.00, 0.00, 0.02], [0.00, 0.02, -0.04], [0.00, 0.01, 0.01], [0.00, 0.00, 0.00], [0.00, 0.00, 0.00], [0.00, 0.00, 0.00], [0.01, 0.00, -0.01], [-0.05, 0.13, -0.23], [0.00, -0.07, 0.16], [0.03, 0.01, -0.02], [-0.03, 0.01, 0.02], [-0.01, 0.01, -0.01], [0.01, -0.01, 0.00], [-0.01, -0.01, 0.00], [0.07, 0.02, 0.09], [0.02, -0.01, -0.02], [-0.03, 0.02, -0.04], [0.05, -0.01, 0.07], [-0.10, 0.00, -0.09], [0.03, 0.03, -0.04], [-0.01, -0.01, 0.00], [-0.01, -0.01, 0.03], [0.03, 0.04, -0.04], [-0.02, -0.07, 0.04], [0.01, 0.01, 0.00], [0.00, 0.00, 0.00], [0.00, 0.00, -0.01], [-0.01, 0.09, 0.02], [-0.01, 0.00, 0.00], [0.01, 0.01, 0.02], [0.00, 0.00, 0.00], [0.00, -0.01, 0.00], [0.00, 0.01, 0.00]]
}

=====

Record 2
{
  "formula": "C40H26AsIN4NiS2",
  "method": "ωB97M-V/def2-TZVPD",
  "max_force_ha_per_bohr": 0.01059,
  "orbital_gap_ev": [6.40, 6.26],
  "total_charge": 0,
  "e_above_lowest_kj_mol": 129.1,
  "spin_multiplicity": 1,
  "elements": ["Ni", "S", "C", "C", "C", "C", "C", "C", "As", "C", "C", "C", "C", "C", "C", "C", "C", "C", "C", "C", "C", "H", "H", "H", "H", "H", "H", "H", "H", "H", "H", "H", "H", "H", "H", "S", "N", "C", "C", "C", "C", "C", "N", "C", "C", "N", "C", "C", "C", "C", "C", "N", "H", "H", "H", "H", "H", "H", "I", "C", "C", "C", "C", "C", "C", "C", "C", "C", "C", "H", "H", "H", "H", "H", "H"],
  "xyz": [[-1.2677, -0.5506, 0.3780], [-1.1696, -0.4493, 2.6566], [0.4828, -0.4473, 3.2971], [0.6059, -0.6383, 4.6813], [1.8327, -0.5964, 5.3148], [2.9977, -0.3687, 4.5907], [2.9049, -0.1870, 3.2214], [1.6690, -0.2219, 2.5778], [1.5319, -0.0671, 0.6649], [3.3809, -0.2511, 0.0704], [3.8738, -1.5410, -0.1184], [5.1661, -1.7425, -0.5793], [5.9757, -0.6533, -0.8757], [5.4907, 0.6332, -0.6989], [4.2007, 0.8338, -0.2212], [1.2558, 1.8246, 0.3710], [1.1129, 2.7186, 1.3482], [0.3742, 3.9990, 1.1212], [0.4100, 4.6002, -0.3028], [0.6034, 3.5711, -1.4365], [0.7306, 2.0999, -1.0001], [-0.2925, -0.8262, 5.2560], [1.8811, -0.7512, 6.3858], [3.9608, -0.3397, 5.0833], [3.8036, -0.0189, 2.6400], [3.2499, -2.4015, 0.0991], [5.5386, -2.7502, -0.7127], [6.9821, -0.8102, -1.2422], [6.1206, 1.4851, -0.9231], [3.8380, 1.8426, -0.0628], [1.4082, 2.4598, 2.3604], [0.5948, 4.7379, 1.8887], [0.9240, 5.5500, -0.4186], [1.2093, 3.8834, -2.2833], [1.2271, 1.4816, -1.7516], [-2.5334, 4.6336, -4.8244], [-2.3865, 3.0188, -4.9244], [-1.8766, 2.6111, -3.7829], [-1.6915, 1.2019, -3.4198], [-2.0092, 0.1611, -4.2868], [-1.9304, -1.1373, -3.8316], [-1.6018, -1.3581, -2.5014], [-1.3093, -0.3640, -1.6657], [-1.2955, 0.8963, -2.1231], [-0.8560, 1.9327, -1.1165], [-1.4341, 1.5344, 0.1511], [-1.6077, 2.3960, 1.0690], [-1.2090, 3.8243, 0.9726], [-1.1305, 4.4495, -0.4333], [-0.9452, 3.4225, -1.5710], [-1.6085, 3.6626, -2.8664], [-1.9224, 4.8507, -3.3341], [-2.3292, 0.3895, -5.2951], [-2.1583, -1.9750, -4.4748], [-1.5854, -2.3508, -2.0721], [-1.9615, 2.0024, 2.0197], [-1.7553, 4.4266, 1.6947], [-1.8012, 5.2747, -0.6534], [-4.1145, -0.6432, 0.4506], [-3.8333, -2.6979, 0.4225], [-4.9617, -3.4659, 0.4357], [-4.8571, -4.8720, 0.4058], [-3.6275, -5.4502, 0.3552], [-2.4463, -4.6660, 0.3378], [-1.1888, -5.3130, 0.2710], [-0.0503, -4.5694, 0.2456], [-0.1264, -3.1616, 0.2928], [-1.3045, -2.4564, 0.3648], [-2.5100, -3.2428, 0.3821], [-5.9370, -3.0004, 0.4697], [-5.7543, -5.4770, 0.4204], [-3.5264, -6.5287, 0.3261], [-1.1597, -6.3957, 0.2423], [0.9179, -5.0538, 0.1971], [0.8107, -2.6181, 0.2708]],
  "forces_ev_per_a": [[0.10, 0.43, -0.01], [0.17, -0.11, -0.13], [-0.04, 0.04, 0.05], [-0.06, -0.02, 0.01], [0.03, 0.00, 0.02], [-0.02, 0.01, -0.04], [-0.02, -0.02, 0.09], [-0.06, 0.03, -0.06], [0.05, -0.15, -0.30], [0.04, 0.04, 0.10], [0.05, -0.03, -0.02], [-0.01, 0.02, 0.00], [0.00, -0.04, 0.00], [0.00, 0.02, 0.01], [0.04, -0.01, -0.01], [-0.02, 0.02, 0.08], [0.02, -0.02, -0.07], [-0.03, 0.05, 0.05], [0.00, -0.01, -0.03], [0.00, 0.02, 0.00], [0.00, -0.01, -0.06], [0.00, 0.00, -0.01], [0.00, 0.00, 0.00], [0.00, 0.00, 0.00], [0.00, 0.00, -0.01], [-0.03, 0.03, 0.01], [0.01, 0.00, 0.00], [0.00, 0.01, 0.00], [0.00, 0.00, 0.00], [-0.01, 0.01, 0.00], [-0.01, 0.03, 0.01], [0.02, -0.01, 0.00], [0.00, 0.00, -0.01], [0.00, 0.00, 0.01], [0.01, 0.00, 0.01], [0.12, -0.03, -0.08], [-0.08, 0.08, 0.06], [0.00, -0.17, -0.04], [0.01, 0.13, -0.02], [-0.01, -0.01, -0.03], [0.01, -0.03, 0.05], [0.01, 0.04, -0.03], [0.03, -0.03, 0.07], [0.00, -0.08, 0.08], [-0.05, -0.03, -0.01], [0.12, 0.03, 0.08], [-0.03, -0.04, -0.09], [0.00, 0.00, 0.03], [0.01, -0.01, 0.00], [-0.05, 0.01, 0.05], [0.08, 0.09, -0.03], [-0.11, -0.04, 0.07], [0.01, 0.01, 0.00], [0.00, 0.00, 0.01], [-0.01, -0.02, -0.02], [0.00, 0.01, 0.02], [-0.01, -0.01, 0.00], [0.00, 0.00, 0.00], [-0.44, 0.32, 0.03], [0.26, -0.28, 0.00], [0.00, -0.06, 0.00], [-0.04, 0.05, 0.00], [0.03, 0.02, 0.00], [0.05, -0.12, -0.01], [-0.04, 0.04, 0.00], [-0.04, -0.01, 0.01], [0.13, 0.06, -0.02], [-0.07, -0.45, 0.12], [-0.15, 0.14, -0.01], [0.00, 0.01, 0.00], [-0.01, 0.02, 0.00], [0.00, 0.00, 0.00], [0.00, 0.00, 0.00], [0.01, 0.02, 0.00], [-0.02, 0.01, 0.01]]
}

=====

Record 3
{
  "formula": "C40H28Br2FN8O7PtS",
  "method": "ωB97M-V/def2-TZVPD",
  "max_force_ha_per_bohr": 0.02537,
  "orbital_gap_ev": [6.61, 6.23],
  "total_charge": -1,
  "e_above_lowest_kj_mol": 25.2,
  "spin_multiplicity": 5,
  "elements": ["Pt", "Br", "C", "C", "C", "Br", "C", "C", "C", "C", "N", "C", "C", "O", "H", "H", "H", "H", "F", "C", "C", "N", "C", "C", "O", "O", "C", "O", "N", "C", "O", "H", "H", "H", "H", "N", "C", "C", "C", "C", "C", "C", "H", "H", "H", "H", "H", "O", "C", "N", "C", "C", "O", "N", "C", "C", "C", "C", "C", "C", "C", "C", "C", "C", "C", "C", "H", "H", "H", "H", "H", "H", "H", "H", "H", "H", "H", "S", "C", "N", "C", "C", "C", "N", "H", "H", "H", "H"],
  "xyz": [[-0.3555, -1.1758, -1.1249], [-3.1353, 2.5917, -3.7137], [-3.6836, 1.4195, -2.3351], [-4.9713, 1.5370, -1.8120], [-5.3882, 0.7058, -0.8089], [-7.1393, 0.9496, -0.0950], [-4.5506, -0.3170, -0.3158], [-4.9244, -1.2497, 0.6719], [-4.0738, -2.2655, 0.9903], [-2.8263, -2.3505, 0.3571], [-2.4064, -1.4521, -0.5003], [-3.2469, -0.4369, -0.8641], [-2.7485, 0.4819, -1.8721], [-1.5558, 0.4115, -2.3048], [-5.6372, 2.2957, -2.1993], [-5.8913, -1.1616, 1.1487], [-4.3497, -3.0218, 1.7142], [-2.1595, -3.1813, 0.5440], [4.6613, -1.2676, 0.4470], [4.2462, -2.4574, -0.0130], [3.7453, -2.5821, -1.2446], [3.3177, -3.7853, -1.7548], [2.7192, -3.8713, -3.0939], [1.1710, -3.7465, -3.2541], [0.8112, -3.9446, -4.4229], [0.4654, -3.4467, -2.2441], [3.3626, -4.9333, -0.9847], [3.0163, -6.0288, -1.3814], [3.8956, -4.7525, 0.2845], [4.3315, -3.5792, 0.8903], [4.7378, -3.5635, 2.0388], [3.6447, -1.7137, -1.8780], [2.9712, -4.8371, -3.5155], [3.1500, -3.0823, -3.7095], [3.8648, -5.5689, 0.8727], [1.1980, -0.7453, -2.2601], [1.4686, -0.4445, -3.5301], [0.5824, -0.8024, -4.5884], [0.8876, -0.4554, -5.8834], [2.0616, 0.2353, -6.1831], [2.9524, 0.5762, -5.1632], [2.6772, 0.2403, -3.8595], [-0.3038, -1.3649, -4.3438], [0.2090, -0.7363, -6.6791], [2.2873, 0.4968, -7.2102], [3.8646, 1.1124, -5.3974], [3.3351, 0.5152, -3.0426], [2.4973, 1.0745, -0.7967], [1.5321, 1.3880, -0.1279], [1.4135, 2.5878, 0.5512], [0.1950, 2.6699, 1.3217], [-0.4207, 1.2946, 0.9518], [-1.4889, 0.8880, 1.4337], [0.3710, 0.6371, 0.1065], [-0.7651, 3.7580, 0.8314], [-2.0601, 3.8227, 1.3493], [-2.9498, 4.7861, 0.8994], [-2.5593, 5.7019, -0.0704], [-1.2807, 5.6330, -0.5990], [-0.3889, 4.6615, -0.1544], [0.5063, 2.7028, 2.8225], [0.1469, 3.7529, 3.6583], [0.4920, 3.7294, 5.0075], [1.2021, 2.6606, 5.5322], [1.5779, 1.6123, 4.6989], [1.2356, 1.6378, 3.3563], [2.2133, 3.1718, 0.7156], [-2.3706, 3.0966, 2.0892], [-3.9557, 4.8180, 1.3012], [-3.2554, 6.4548, -0.4207], [-0.9726, 6.3289, -1.3711], [0.5984, 4.5924, -0.5914], [-0.3992, 4.5976, 3.2597], [0.2033, 4.5552, 5.6476], [1.4741, 2.6484, 6.5814], [2.1414, 0.7734, 5.0923], [1.5501, 0.8253, 2.7043], [0.4968, -2.9963, 0.4906], [0.0959, -2.7699, 2.1139], [-0.6143, -1.6838, 2.5403], [-0.8325, -1.4261, 3.8318], [-0.3714, -2.2822, 4.7805], [0.2656, -3.4426, 4.3080], [0.4713, -3.6974, 3.0439], [-1.0138, -1.0075, 1.8641], [-1.3833, -0.5158, 4.0335], [-0.5107, -2.0871, 5.8341], [0.6249, -4.1994, 5.0030]],
  "forces_ev_per_a": [[0.37, 0.15, 0.83], [-0.02, 0.02, 0.03], [-0.01, 0.01, 0.05], [0.15, -0.03, 0.02], [-0.12, 0.05, 0.07], [0.04, -0.03, -0.02], [0.16, 0.04, -0.14], [0.00, 0.00, 0.01], [-0.03, -0.18, 0.05], [-0.02, -0.24, 0.02], [-0.47, 0.47, 0.01], [-0.10, 0.01, -0.07], [0.00, 0.07, -0.01], [0.12, -0.23, -0.03], [0.03, 0.02, -0.01], [0.00, -0.01, -0.02], [0.02, 0.02, -0.03], [0.10, 0.01, 0.08], [0.02, 0.05, 0.01], [0.03, 0.19, 0.08], [-0.23, -0.17, -0.13], [-0.28, 0.04, 0.06], [-0.21, 0.00, 0.08], [-0.42, 0.10, 0.13], [0.06, 0.14, 0.32], [0.43, -0.13, -0.35], [0.00, -0.04, -0.24], [0.04, 0.24, 0.14], [-0.07, 0.14, -0.01], [0.02, -0.28, 0.21], [-0.09, 0.00, -0.20], [-0.03, 0.00, -0.10], [0.19, -0.04, -0.04], [0.11, -0.02, 0.00], [0.03, -0.09, 0.05], [-0.02, -0.02, -1.30], [0.53, 0.15, 0.01], [0.06, -0.04, 0.41], [0.10, 0.05, -0.10], [-0.05, -0.05, 0.05], [0.00, -0.02, -0.10], [-0.11, -0.01, 0.36], [-0.10, -0.05, 0.02], [0.01, -0.01, 0.04], [-0.01, 0.00, 0.04], [-0.02, -0.03, 0.01], [-0.05, 0.02, -0.08], [-0.22, 0.06, 0.22], [-0.02, 0.02, -0.04], [-0.15, -0.03, -0.12], [-0.09, 0.00, -0.07], [-0.41, -0.30, 0.25], [0.45, -0.13, -0.03], [-0.08, -0.12, -0.07], [0.06, -0.03, 0.13], [0.01, 0.03, -0.02], [0.04, -0.02, 0.02], [0.00, -0.02, -0.01], [0.05, -0.02, 0.00], [-0.03, 0.01, 0.04], [-0.01, 0.03, -0.06], [0.03, -0.06, -0.01], [0.01, -0.03, -0.02], [-0.01, 0.05, 0.00], [-0.02, -0.04, -0.06], [-0.01, -0.04, 0.00], [0.08, -0.06, -0.02], [0.00, 0.01, -0.01], [0.03, -0.02, -0.01], [0.02, -0.03, 0.00], [-0.01, -0.04, 0.03], [-0.02, 0.01, 0.00], [-0.03, -0.02, -0.01], [0.02, -0.02, -0.03], [-0.02, -0.01, -0.04], [-0.01, 0.05, -0.02], [-0.04, 0.05, 0.07], [0.09, -0.14, 0.23], [0.23, -0.18, -0.51], [-0.35, 0.38, -0.52], [-0.17, 0.24, 0.41], [-0.07, 0.13, 0.35], [0.09, -0.10, -0.14], [0.12, 0.17, -0.13], [0.39, -0.08, 0.05], [0.05, -0.01, 0.02], [0.00, -0.02, -0.08], [-0.09, 0.06, -0.01]]
}